Record 1
A cluster of 10 separate species, C14H45O12 in total at a distorted geometry. Source: OMol25; level of theory: ωB97M-V with the def2-TZVPD basis set.

Last column: Löwdin charge in e.
Element x y z (Å)
O -0.11675 -4.11615 1.40415  -0.09
O 1.57825 1.81285 2.61215  -0.11
O -0.10175 -1.36815 -1.15885  0.01
O 0.20225 -1.42415 1.02515  -0.02
O 1.34025 4.78085 -1.51485  -0.08
O 0.26625 0.54185 -0.01685  0.15
O 1.61025 -0.91315 3.10715  -0.17
O -1.84775 -2.79515 -2.73685  -0.14
O -2.22575 2.20985 -1.07085  -0.07
O 0.86625 0.07285 -3.24685  -0.20
O 2.42025 -2.75015 -0.26785  -0.13
O -2.50175 -1.22815 2.31015  -0.15
C -3.42675 0.69685 -2.26685  -0.03
C 0.15625 -0.82815 -0.07485  -0.71
C 0.85225 -1.38715 4.22615  -0.15
C -2.34675 1.79385 -2.35385  -0.52
C 2.28725 2.82685 3.37115  -0.39
C 0.98125 3.54085 -0.98285  -0.17
C 1.42325 4.08985 2.94715  -0.03
C -0.90975 -3.32915 -3.58885  -0.21
C -0.40975 -4.97515 0.25615  -0.09
C -2.78675 2.95885 -3.23185  -0.04
C 2.66925 -3.49415 -1.48285  -0.14
C 2.10625 2.60585 4.89715  -0.04
C -3.55275 -0.98315 1.46915  -0.22
C 2.27125 0.31585 -2.98385  -0.17
H 2.50625 1.49885 -3.41085  0.13
H -1.30075 -2.46015 -1.99685  0.03
H -4.16975 -0.26215 1.99815  0.06
H 2.15925 -2.88615 -2.15485  0.03
H 1.24625 2.76885 5.25615  0.00
H -4.26375 -1.85615 1.26015  0.10
H 1.66225 0.86785 3.02515  0.09
H -3.75975 3.50585 -2.84985  0.11
H 1.82925 -2.00315 -0.35485  0.02
H -0.17475 -4.29515 -3.18285  0.14
H 1.53425 -1.76515 5.09415  0.09
H 0.84325 2.80785 -1.80485  0.07
H 1.56825 3.26085 0.00915  0.11
H -1.83175 3.68185 -3.12985  0.11
H 2.54125 1.76285 5.32915  0.06
H -1.70675 1.50385 -0.61185  0.09
H 0.25825 -0.52215 4.47915  0.05
H 3.74325 -3.39815 -1.73585  0.06
H 2.42725 0.26085 -1.92785  0.04
H -1.62675 -1.03615 1.74815  0.11
H 2.60725 3.48685 5.27915  0.08
H 0.10025 -2.38215 4.11315  0.14
H 0.49325 -5.30115 -0.05285  0.00
H 0.28225 0.60985 0.84515  0.00
H 0.52525 -0.22215 -2.34885  0.02
H 0.45525 3.80585 3.07715  0.04
H -3.03075 2.85885 -4.27885  0.05
H 1.72925 4.98285 3.39115  0.05
H -1.44175 1.25285 -2.52985  0.12
H 1.17225 -1.02515 2.24515  0.02
H -4.21375 0.91485 -1.71585  0.04
H 2.56125 -4.75815 -1.39885  0.14
H 2.85525 -0.43315 -3.71785  0.10
H -0.90675 -4.29215 -0.59385  0.12
H 0.73225 5.39085 -1.34985  -0.01
H 3.33325 2.94285 3.31415  0.11
H 1.57525 4.15285 1.82015  0.07
H -0.11675 3.57685 -0.92485  0.06
H -0.33975 -3.28415 1.42315  -0.07
H -3.25075 -0.32215 0.58615  0.09
H -0.28475 -2.60915 -3.90885  0.01
H -3.06675 -0.20715 -1.87585  0.06
H -1.55175 -3.65215 -4.42185  0.07
H -3.66375 0.38785 -3.17785  0.04
H -0.84475 -5.96415 0.51515  0.08

Forces on atoms 1 to 3 (eV/Å):
1.679 -9.306 0.223
1.353 -1.640 0.930
0.631 0.721 -0.419

The calculation puts the maximum force at 9.459 eV Å⁻¹. The molar mass is 405.5 g/mol. Its spin multiplicity is 1. For the frontier orbital gap, the calculation gives 0.3552 Ha. For the energy above the lowest of the compared OMol25 structures with the same formula, charge and spin, the calculation gives 0.0 kJ/mol. The charge is -1.

=====

Record 2
The molecule CH2N4O at a distorted geometry. Source: OMol25; level of theory: ωB97M-V with the def2-TZVPD basis set.

Last column: Löwdin charge in e.
Element x y z (Å)
O -0.44997 0.31593 -1.42227  0.01
N 0.73947 -1.44738 -0.62181  0.06
N 0.29809 -0.58334 0.33428  0.01
N 0.30305 -0.94024 -1.73038  0.09
N -0.71978 1.55139 0.57901  0.09
C -0.48053 0.44272 -0.07613  -0.56
H 0.42086 -0.66801 1.39651  0.19
H -0.11118 1.32893 1.54081  0.11

Forces on atoms 1 to 3 (eV/Å):
-0.125 -1.790 -0.444
-2.339 3.348 -2.127
0.698 -1.925 3.814

The calculation puts the maximum force at 4.605 eV Å⁻¹. The molar mass is 86.1 g/mol. As for the SMILES: [H]/N=c1\[nH]nno1. Its spin multiplicity is 1. For the frontier orbital gap, the calculation gives 0.3594 Ha. For the energy above the lowest of the compared OMol25 structures with the same formula, charge and spin, the calculation gives 273.2 kJ/mol. The charge is 0.

=====

Record 3
A cluster of 3 separate species, C26H42N7O8P2S2 in total at a distorted geometry. Source: OMol25; level of theory: ωB97M-V with the def2-TZVPD basis set.

Last column: Löwdin charge in e.
Element x y z (Å)
S 5.42242 1.26609 2.52459  0.88
S 0.91579 0.72260 4.78095  0.77
P -1.66633 -1.14759 -1.48352  0.89
P -3.52324 -1.60912 1.61490  0.78
O -2.66860 -2.57008 -1.43896  -0.38
O 1.68095 4.35795 -6.40804  -0.01
O 2.32001 1.36541 4.83839  -0.38
O -2.62097 -5.40615 0.69413  -0.04
O 1.17530 2.18001 -6.26707  0.04
O -0.93400 -5.28240 2.16308  0.05
O -0.04997 1.75105 5.48995  -0.38
O 5.81973 4.26339 2.47845  -0.16
N -2.74148 0.45193 4.79907  0.08
N -4.48434 -0.66095 0.71126  -0.32
N 4.08093 3.72662 3.86400  -0.03
N 1.23031 0.27241 -1.05253  -0.06
N 4.17985 5.11448 3.86253  -0.02
N -2.75724 0.20597 -2.01888  -0.18
N -1.08823 -0.39366 2.99981  -0.04
C 0.99115 -0.76422 5.97953  -0.14
C 1.13586 0.55620 1.68855  0.01
C -3.60835 -1.30085 6.83766  0.00
C 1.83462 3.07370 -6.79464  -0.48
C 2.59539 1.30157 1.64661  -0.21
C -0.99897 -0.64292 0.23111  -0.21
C 2.54024 5.43995 -6.81173  -0.23
C 0.49824 0.07448 0.25603  -0.08
C -1.74713 -0.82133 1.67781  -0.14
C -1.40330 -5.77989 1.14133  -0.51
C -1.93554 -0.69195 4.25562  -0.27
C 0.29782 0.27370 3.07378  -0.08
C 3.82911 0.34317 2.14739  -0.47
C 0.90482 1.59347 -1.71593  -0.21
C 5.10591 3.06174 2.95566  -0.42
C 2.74978 2.76830 -7.94414  0.01
C -1.84651 -2.22710 4.81877  0.00
C 0.60744 1.43438 -3.34537  -0.22
C -0.47937 2.57969 -3.86170  -0.14
C -3.52096 0.12884 6.04244  -0.06
C -0.67642 -6.88139 0.42684  0.01
C -3.86105 -7.11632 -0.51579  -0.06
C -2.74090 -2.56718 6.18045  0.00
C -3.16693 -5.77069 -0.58693  -0.24
C 2.08718 6.02566 -8.13433  -0.06
C 5.33664 5.56588 2.96747  0.01
H 2.14593 5.28967 -8.94112  0.07
H 2.49947 2.27718 2.32389  0.12
H 2.17800 2.78088 -8.87490  0.10
H 3.17258 1.76861 -7.79580  0.10
H -4.21048 -1.52533 7.81578  0.10
H -3.16141 -7.91646 -0.25830  0.07
H -2.40200 -5.73181 -1.36814  0.12
H 1.78793 2.36709 -1.54666  0.13
H 1.04171 6.34577 -8.07357  0.09
H -4.63286 -7.10872 0.26102  0.09
H -0.38533 3.55328 -3.18051  0.08
H -1.59303 2.15462 -3.85377  0.07
H -2.73906 -3.64679 6.63133  0.10
H -3.90446 -5.00060 -0.83929  0.11
H -4.12794 -1.76447 2.91131  0.02
H -3.62021 -2.20225 -1.37737  0.06
H -2.39196 1.12431 -1.68451  0.03
H 3.59905 3.44611 -8.02103  0.07
H 3.48471 -0.27215 3.11023  0.09
H -4.32841 -7.36080 -1.47431  0.09
H -0.87821 -6.91852 -0.64297  0.08
H 0.40080 -6.70854 0.52606  0.10
H 2.45782 6.20717 -6.03374  0.13
H -0.92933 -7.83944 0.88684  0.10
H -3.74193 0.02651 -1.72518  0.02
H 2.77918 1.72095 0.54441  0.12
H -5.26777 -0.40048 1.35668  -0.02
H -0.10377 1.98194 -1.23693  0.12
H 1.04551 -1.71812 5.30089  0.07
H -1.18673 -3.00937 4.24792  0.11
H -0.01900 -0.79489 6.61427  0.09
H 1.56852 1.58459 -3.99985  0.10
H 3.99983 -0.46669 1.30464  0.10
H 2.70411 6.88719 -8.40659  0.09
H -0.19568 2.90525 -4.96326  0.06
H -4.14534 1.02612 6.52381  0.13
H 2.25645 0.14387 -0.91029  0.12
H 3.58870 5.12780 -6.82609  0.12
H -3.32999 -2.94101 1.07618  0.01
H 1.92892 -0.70599 6.68570  0.11
H 5.70879 6.66536 2.74059  0.15
H 0.12723 0.38330 -3.59596  0.10

Forces on atoms 1 to 3 (eV/Å):
-0.256 1.749 0.081
1.262 6.520 6.033
-0.061 0.023 -1.811

The calculation puts the maximum force at 8.972 eV Å⁻¹. The molar mass is 706.7 g/mol. Its spin multiplicity is 1. For the frontier orbital gap, the calculation gives 0.2155 Ha. The charge is +1.

=====

Record 4
A structure of composition C26H27BrN2O8P2SiSn. Source: OMol25; level of theory: ωB97M-V with the def2-TZVPD basis set.

Last column: Löwdin charge in e.
Element x y z (Å)
Sn -1.39178 1.98407 -0.55113  1.30
Br 1.67072 3.57423 1.34532  0.90
P 0.79855 0.07700 -3.33425  0.44
P 1.04808 3.10961 -2.61379  0.31
Si 0.23173 -1.34460 -0.76720  0.61
O -1.27659 4.28703 5.45798  0.14
O 2.03946 4.18374 -2.58512  -0.23
O 1.15885 -0.54429 -1.95015  -0.23
O 0.66730 0.37419 1.44347  0.01
O 0.44530 2.56845 -1.31912  -0.55
O -0.15695 3.39278 -3.64776  -0.14
O -0.72402 0.52614 -3.15091  -0.17
O 1.07264 -0.67361 -4.56330  -0.22
N -1.03237 2.92430 1.58354  -0.11
N 1.99438 1.90166 -4.85958  0.20
C -2.57396 -1.10864 3.35240  -0.04
C -2.36098 3.29358 3.55300  0.03
C -0.03641 3.89436 3.53245  -0.02
C -2.49081 -0.92743 1.96790  0.00
C -2.19892 2.87255 2.26092  -0.15
C -2.42598 -1.88733 -1.58787  -0.11
C 3.17798 1.36874 -2.76876  -0.05
C 3.23243 -3.32055 2.15738  -0.04
C 0.02578 3.43316 2.23702  -0.70
C -1.28566 -0.43162 1.50794  -0.24
C -0.29056 -0.14960 2.40399  -0.21
C -3.11504 -3.94920 -2.60167  -0.04
C 3.69706 -2.37749 1.25135  -0.05
C -1.25074 3.82705 4.21291  -0.29
C -0.82411 -3.64969 -1.94540  -0.07
C 1.47300 -2.19408 0.30205  -0.25
C -1.11365 -2.36265 -1.48059  -0.24
C 1.79874 1.61569 -3.38536  -0.49
C 1.89710 -3.70467 2.14671  -0.05
C 1.02091 -3.14076 1.23263  -0.07
C -1.81943 -4.43645 -2.50526  -0.05
C -0.50075 0.03406 0.31915  -0.26
C -1.52555 -0.80538 4.21869  -0.04
C -0.30570 -0.29040 3.75840  0.04
C -3.42184 -2.67371 -2.14259  -0.06
C 2.82318 -1.81674 0.32861  -0.09
H -2.15645 4.22944 5.85195  0.14
H 2.77655 2.54592 -4.99990  0.18
H 3.20249 -1.10310 -0.39466  0.10
H 1.15513 2.32994 -5.26188  0.16
H -3.89120 -4.56509 -3.03604  0.12
H 0.51818 -0.05008 4.41516  0.14
H -1.65168 -0.97739 5.27868  0.12
H 4.73994 -2.09001 1.25362  0.12
H 3.81071 2.24293 -2.92578  0.10
H 2.15699 1.00943 -5.35067  0.15
H -0.21638 4.33461 -3.87203  0.11
H -0.01827 -3.45337 1.23077  0.12
H -3.32870 3.22525 4.03122  0.13
H -3.48715 -1.50982 3.77118  0.12
H 1.42742 -0.25496 1.34364  0.14
H -3.04899 2.47929 1.71434  0.10
H 3.91471 -3.76486 2.86987  0.12
H 1.54198 -4.44849 2.84739  0.12
H -4.43420 -2.29950 -2.21904  0.11
H 0.83233 4.31707 4.01485  0.13
H -1.32231 0.19053 -3.83550  0.13
H -3.31566 -1.18915 1.31928  0.12
H 0.18294 -4.04508 -1.86935  0.12
H -2.68366 -0.88872 -1.24287  0.08
H 3.65641 0.48217 -3.18935  0.11
H 3.07250 1.22890 -1.69478  0.09
H -1.58504 -5.42935 -2.86415  0.12

Forces on atoms 1 to 3 (eV/Å):
-0.032 0.082 0.153
0.030 0.034 0.052
0.078 -0.043 -0.043

The calculation puts the maximum force at 0.177 eV Å⁻¹. The molar mass is 784.2 g/mol. Its spin multiplicity is 1. For the frontier orbital gap, the calculation gives 0.3228 Ha. For the energy above the lowest of the compared OMol25 structures with the same formula, charge and spin, the calculation gives 237.7 kJ/mol. The charge is +2.

=====

Summary of highest occupied orbital energy in eV
-6.9, -9.7, -10.6, -14.0
(order as listed above)